The following is a quantum chemistry calculation of the ion C7H12N3O2 with charge +1 at a distorted geometry, from the Open Molecules 2025 dataset.

```
! wB97M-V def2-TZVPD RIJCOSX def2/J DEFGRID3
* xyz 1 1
O -1.66178 2.74328 0.10687
C -1.31178 1.45514 0.06620
C 0.00334 1.00012 0.11370
C 1.19043 1.75244 -0.24899
N 2.00168 0.72236 -0.84362
C 2.53949 -0.16940 0.10509
C 1.29085 -1.09314 0.48261
N -0.00555 -0.45137 0.08222
C -0.96242 -1.28363 -0.38876
N -2.19906 -1.24420 -0.70484
C -3.23533 -0.23578 -0.31070
O -2.51713 0.67401 0.47382
H -2.53856 2.85304 0.55155
H 0.87211 2.49384 -0.90629
H 1.66650 2.28465 0.61012
H 2.86035 1.12342 -1.36755
H 2.89002 0.35927 1.00677
H 3.28314 -0.97395 -0.23171
H 1.49307 -2.01021 -0.12183
H 1.31091 -1.33550 1.61268
H -0.58291 -2.21441 -0.67678
H -2.62463 -1.98274 -1.09967
H -3.76114 0.15587 -1.30720
H -3.93634 -0.82368 0.20337
*
```

Calculated values
HOMO energy	-12.18	eV
SMILES string	OC1=C2CNCCN2C=[NH+]CO1
LUMO level	-3.1	eV
largest force on an atom	0.1354	hartree/bohr
energy relative to the best compared isomer or geometry (same formula, charge and spin)	2.804	eV

Mulliken atomic charge list, values in e, 8 entries: O -0.490; C 0.008; C 0.410; C -0.662; N -0.463; C -0.531; C -0.727; N 0.138



The following is a quantum chemistry calculation of a cluster of 2 separate species, C2H7NS in total at a distorted geometry, from the Open Molecules 2025 dataset.

```
! wB97M-V def2-TZVPD RIJCOSX def2/J DEFGRID3
* xyz 0 1
S 1.71239 1.30933 1.57943
H 2.43841 1.25703 2.79983
C 0.14837 -0.41597 -0.45434
C -0.12649 -0.32212 -1.75386
N -1.06683 -0.24428 0.42109
H 1.19734 -0.58996 0.06393
H 0.66950 -0.20078 -2.56221
H -1.10653 -0.24228 -2.11129
H -0.93332 0.80751 0.77381
H -1.88706 -0.55916 -0.01278
H -1.04579 -0.79932 1.25639
*
```

Calculated values
HOMO energy	-6.64	eV
LUMO level	-0.2	eV
largest force on an atom	0.0809	hartree/bohr
energy relative to the best compared isomer or geometry (same formula, charge and spin)	3.245	eV

Mulliken atomic charge list, values in e, 8 entries: S -0.765; H 0.034; C 0.036; C -0.801; N -0.405; H 0.407; H 0.237; H 0.238



The following is a quantum chemistry calculation of the molecule C3H2N4O at a distorted geometry, from the Open Molecules 2025 dataset.

```
! wB97M-V def2-TZVPD RIJCOSX def2/J DEFGRID3
* xyz 0 1
O 2.17771 0.05490 0.83641
C 1.41416 0.21307 -0.01423
N 0.76229 1.37516 -0.42633
C -0.51396 1.24422 -0.31732
N -1.31457 0.34011 0.45417
C -0.99100 -0.89394 0.41601
N 0.06471 -1.57353 -0.45122
N 1.13736 -1.09425 -0.73981
H -1.20337 1.96157 -0.81845
H -1.53333 -1.62731 1.06077
*
```

Calculated values
HOMO energy	-9.39	eV
SMILES string	O=c1ncncnn1
LUMO level	-1.0	eV
largest force on an atom	0.0782	hartree/bohr
energy relative to the best compared isomer or geometry (same formula, charge and spin)	1.433	eV

Mulliken atomic charge list, values in e, 8 entries: O -0.404; C 0.586; N -0.394; C 0.116; N -0.374; C 0.058; N -0.146; N -0.155



The following is a quantum chemistry calculation of the molecule C7H14, from the Open Molecules 2025 dataset.

```
! wB97M-V def2-TZVPD RIJCOSX def2/J DEFGRID3
* xyz 0 1
C -1.32339 1.27111 -0.33211
C -1.24637 -0.15299 0.22340
C -2.32377 -1.03628 -0.40748
C 0.14066 -0.78616 0.02623
C 1.29838 0.11242 0.40836
C 2.70634 -0.27737 0.06241
C 2.04634 0.86515 -0.65739
H -0.96128 1.30758 -1.36708
H -2.35650 1.63729 -0.32468
H -0.71496 1.96636 0.25526
H -1.43800 -0.10366 1.30616
H -3.32899 -0.68410 -0.14902
H -2.23690 -1.02265 -1.50180
H -2.23558 -2.07831 -0.07815
H 0.18427 -1.71920 0.60627
H 0.25500 -1.07701 -1.02976
H 1.17529 0.63114 1.35928
H 3.49287 -0.04559 0.77518
H 2.85745 -1.20661 -0.48204
H 1.74292 0.69794 -1.68868
H 2.38723 1.87614 -0.45318
*
```

Calculated values
HOMO energy	-10.09	eV
SMILES string	CC(C)CC1CC1
LUMO level	1.2	eV
largest force on an atom	0.0039	hartree/bohr
energy relative to the best compared isomer or geometry (same formula, charge and spin)	0.812	eV

Mulliken atomic charge list, values in e, 8 entries: C -1.357; C 0.791; C -1.554; C -0.953; C -0.046; C -0.654; C -0.652; H 0.280



The following is a quantum chemistry calculation of a structure of composition C24H31Cl5N4NiO3S, from the Open Molecules 2025 dataset.

```
! wB97M-V def2-TZVPD RIJCOSX def2/J DEFGRID3
* xyz 0 1
Ni 0.56661 0.38126 -1.25027
Cl 1.99454 2.26942 0.77729
C 2.91744 1.82893 -0.63375
C 2.32713 1.02155 -1.60505
C 3.09120 0.75629 -2.72867
Cl 2.41208 -0.21250 -4.01160
C 4.39321 1.23652 -2.88529
Cl 5.30083 0.88899 -4.30888
C 4.96424 2.00641 -1.87703
Cl 6.58513 2.57174 -2.02331
C 4.21713 2.31431 -0.74350
Cl 4.90486 3.28823 0.50266
C -2.80018 3.15449 0.85955
S -1.59493 2.03637 1.59684
C -0.82400 3.14440 2.79567
H -3.65627 3.32000 1.51324
H -3.12920 2.69363 -0.07235
H -2.31935 4.10438 0.62539
H -0.64473 4.11589 2.33336
H 0.13996 2.71211 3.07149
H -1.43305 3.26750 3.69066
N 1.72370 -3.55013 -2.72497
C 1.47953 -2.53461 -1.84452
N 2.25335 -2.50267 -0.72411
O 0.56409 -1.73722 -2.04765
H 2.56509 -4.09408 -2.66661
H 1.29313 -3.45357 -3.62664
H 3.14912 -2.95181 -0.69611
H 2.07068 -1.75849 -0.06756
C -1.14156 0.69410 -4.22789
C -0.95385 1.88366 -3.27898
C 0.16530 2.78581 -3.79318
C -2.24816 2.68278 -3.19461
O -0.64880 1.44200 -1.97791
H -1.16681 1.00965 -5.27583
H -2.07589 0.16876 -4.00080
H -0.31313 -0.00365 -4.08977
H -0.07324 3.18391 -4.78377
H 1.09402 2.21752 -3.85790
H 0.31842 3.61736 -3.09923
H -2.57481 3.01021 -4.18630
H -2.10252 3.56061 -2.55882
H -3.03238 2.05966 -2.75466
C -2.85642 -2.62806 3.26928
N -2.14973 -2.28865 2.04369
N -0.87339 -1.75648 2.06325
C -0.61422 -1.12806 0.87148
O 0.49280 -0.57714 0.65662
C -1.79779 -1.28036 0.08700
C -2.70023 -1.96168 0.84801
C -4.10218 -2.34797 0.52074
C 0.01373 -1.89332 3.16260
C 0.23459 -3.13792 3.73641
C 1.09686 -3.24828 4.81867
C 1.75104 -2.12362 5.30624
C 1.54465 -0.88811 4.70534
C 0.67049 -0.76618 3.63561
H -2.39361 -2.12405 4.11251
H -2.85018 -3.70040 3.45785
H -3.88534 -2.28756 3.19290
H -1.93362 -0.89804 -0.91437
H -4.31560 -2.07943 -0.51162
H -4.81895 -1.82926 1.16171
H -4.25509 -3.42202 0.64140
H -0.26330 -4.01270 3.33415
H 1.26957 -4.21723 5.27089
H 2.42415 -2.21101 6.15034
H 2.05915 -0.00950 5.07716
H 0.49466 0.18733 3.15349
*
```

Calculated values
HOMO energy (spin up / spin down)	-7.55 / -7.55	eV
LUMO level (spin up / spin down)	0.3 / 0.3	eV
largest force on an atom	0.0132	hartree/bohr

Mulliken atomic charge list, values in e, 8 entries: Ni -0.067; Cl -0.087; C 1.288; C -1.486; C 1.278; Cl -0.126; C -0.232; Cl -0.203



The following is a quantum chemistry calculation of a structure of composition C2H4Hg at a distorted geometry, from the Open Molecules 2025 dataset.

```
! wB97M-V def2-TZVPD RIJCOSX def2/J DEFGRID3
* xyz 0 1
C 0.22817 -0.46212 0.13834
C -0.56729 0.65479 -0.10462
H 0.66625 -1.02496 -0.69908
H -0.06425 -1.16801 0.93278
H -1.30063 0.86283 0.69199
Hg -0.81811 1.49135 -1.87518
H 1.85586 -0.35388 0.91577
*
```

Calculated values
HOMO energy (spin up / spin down)	-7.00 / -6.68	eV
LUMO level (spin up / spin down)	-1.7 / -1.8	eV
largest force on an atom	0.0697	hartree/bohr

Partial charges, Mulliken, in e: C -0.760; C -0.435; H 0.295; H 0.270; H 0.380; Hg 0.182; H 0.068